No. 1
C3H5NO2 | wB97M-V/def2-TZVPD

Structure (ORCA input):
```
! wB97M-V def2-TZVPD RIJCOSX def2/J DEFGRID3
* xyz 0 1
N -0.92986 1.05526 -1.17726
C 0.15974 0.19135 -0.97238
C 0.37253 -0.40714 1.70863
O 1.58147 -0.74159 0.97099
C 0.42793 -0.48107 0.26692
O -0.10717 -1.25321 -0.73995
H -1.77393 0.68671 -0.75101
H -1.09819 1.21516 -2.16325
H 1.00652 0.38389 -1.62802
H 0.39315 0.57356 2.18257
H -0.03220 -1.22292 2.30274
*
```

Properties
Structure (SMILES): N[C@@H]1O[C@]12CO2
ΔE to the lowest compared entry with this formula, charge and spin in eV: 3.118

Atomic partial charges in e from the Mulliken method, atoms 1 to 5: -0.55 -0.03 -0.25 -0.46 0.47

---

No. 2
C3H5NO2 | wB97M-V/def2-TZVPD

Structure (ORCA input):
```
! wB97M-V def2-TZVPD RIJCOSX def2/J DEFGRID3
* xyz 1 2
O 1.14356 0.08581 -1.72134
C 0.71465 0.38096 -0.66718
N -0.56814 -0.23034 -0.27808
C -0.89594 -0.60406 0.92573
O -1.93180 -1.17629 1.28303
C 1.34861 1.29790 0.33202
H -1.11967 -0.59765 -1.05745
H -0.14911 -0.37646 1.68095
H 0.70550 1.64605 1.12901
H 2.19819 0.75338 0.75753
H 1.85151 2.08062 -0.22327
*
```

Properties
<S²>: 0.7556
ΔE to the lowest compared entry with this formula, charge and spin in eV: 0.000

Atomic partial charges in e from the Mulliken method, atoms 1 to 5: -0.37 0.58 -0.07 0.24 -0.08

---

No. 3
C3H5NO2S | wB97M-V/def2-TZVPD

Structure (ORCA input):
```
! wB97M-V def2-TZVPD RIJCOSX def2/J DEFGRID3
* xyz 0 1
C 0.67979 -1.31961 -0.11212
C -0.56247 -1.57261 -0.52795
C 0.54894 0.38961 0.64925
N 1.26028 1.38042 -0.12597
O -2.27805 0.07279 1.00928
O -1.44508 0.97175 -1.02609
S -1.21375 0.06851 0.00770
H 1.65373 -1.62646 -0.32061
H -1.08639 -2.45509 -0.61703
H 0.60395 0.32864 1.73358
H 1.18423 2.39758 0.33496
H 0.65484 1.36448 -1.00498
*
```

Properties
ΔE to the lowest compared entry with this formula, charge and spin in eV: 4.119

Atomic partial charges in e from the Mulliken method, atoms 1 to 5: -0.48 -0.28 -0.33 -0.61 -0.62

---

No. 4
C3H5NO2S | wB97M-V/def2-TZVPD

Structure (ORCA input):
```
! wB97M-V def2-TZVPD RIJCOSX def2/J DEFGRID3
* xyz 0 1
C -0.76300 -0.19876 -0.24747
C 0.49736 -0.72082 0.25969
C -1.23867 1.20534 0.03096
N 1.60415 -1.33172 -0.36383
O 2.20075 -0.56706 -1.08399
O 1.95254 -2.47466 -0.02757
S -0.77677 -1.41673 1.15484
H -1.10074 -0.61483 -1.27937
H 1.43288 1.55130 1.31798
H -2.40686 1.35174 -0.09661
H -0.62439 1.67290 -0.74508
H -0.77724 1.54331 1.08046
*
```

Properties
ΔE to the lowest compared entry with this formula, charge and spin in eV: 8.769

Atomic partial charges in e from the Mulliken method, atoms 1 to 5: 0.23 -0.16 -0.93 0.81 -0.51

---

No. 5
C3H5NO2S | wB97M-V/def2-TZVPD

Structure (ORCA input):
```
! wB97M-V def2-TZVPD RIJCOSX def2/J DEFGRID3
* xyz 0 1
C 1.47001 -1.19872 0.51056
C 0.47424 0.99778 -0.41297
C -1.88943 0.15055 -0.36525
H 1.69378 -2.26270 0.40558
H 0.57681 -1.10567 1.14124
H 2.24158 -0.61393 1.01201
H -1.19237 1.98545 0.05446
H -2.85325 0.65052 -0.47378
N -0.87891 1.05726 -0.13946
O 1.20519 1.94911 -0.23990
O -1.89391 -1.08405 -0.37207
S 1.04627 -0.52558 -1.12040
*
```

Properties
Structure (SMILES): CSC(=O)NC=O
ΔE to the lowest compared entry with this formula, charge and spin in eV: 0.417

Atomic partial charges in e from the Mulliken method, atoms 1 to 5: -0.80 0.55 0.04 0.31 0.26

---

No. 6
C3H5NO2S | wB97M-V/def2-TZVPD

Structure (ORCA input):
```
! wB97M-V def2-TZVPD RIJCOSX def2/J DEFGRID3
* xyz 0 1
C -0.75771 0.83153 -0.77560
C -0.30163 1.54644 0.50549
C 0.35647 -1.18981 -0.48803
N -0.47551 -0.37754 -1.06477
O -0.15643 -2.11933 0.33946
O 1.58345 -1.40266 -0.98451
S 0.78129 0.66987 1.62389
H -1.51062 1.47793 -1.36613
H 0.17290 2.62185 0.31741
H -1.11055 1.83427 1.14338
H -0.42815 -1.76296 1.18176
H 1.84649 -2.12958 -0.43235
*
```

Properties
ΔE to the lowest compared entry with this formula, charge and spin in eV: 2.532

Atomic partial charges in e from the Mulliken method, atoms 1 to 5: 0.22 -0.61 0.35 -0.30 -0.48

---

No. 7
C3H5NO2Si | wB97M-V/def2-TZVPD

Structure (ORCA input):
```
! wB97M-V def2-TZVPD RIJCOSX def2/J DEFGRID3
* xyz 0 1
C -0.67032 0.17578 -2.24163
C -2.08932 -1.81575 -1.53133
C 0.76758 0.62498 -0.50508
N -1.56584 -0.77257 -1.73726
O -2.82294 -2.69096 -1.34926
O 0.28100 0.79909 -1.65550
Si 0.14151 -0.31252 1.06028
H -0.92072 0.68802 -3.13776
H 1.56193 1.25559 -0.25474
H 1.31725 -0.35410 1.98043
H 0.15090 -1.71518 0.93942
H -0.82820 0.47912 1.85862
*
```

Properties
ΔE to the lowest compared entry with this formula, charge and spin in eV: 6.220

Atomic partial charges in e from the Mulliken method, atoms 1 to 5: 0.00 0.49 -0.37 -0.25 -0.44

---

No. 8
C3H5NO3 | wB97M-V/def2-TZVPD

Structure (ORCA input):
```
! wB97M-V def2-TZVPD RIJCOSX def2/J DEFGRID3
* xyz 0 1
C -1.20231 -1.31387 0.39924
C -0.98453 -0.21617 -0.41394
C 0.25715 0.29294 -0.67517
N 1.54618 -0.23528 -0.25822
O 2.57197 0.17560 -0.78586
O 1.59122 -1.04919 0.65341
O 0.42515 2.02482 0.60876
H -2.24163 -1.61277 0.55700
H -0.42456 -1.75903 1.00911
H -1.74541 0.09744 -0.93434
H 0.40695 1.13669 -1.32106
H -0.20018 2.45881 1.16107
*
```

Properties
ΔE to the lowest compared entry with this formula, charge and spin in eV: 8.762

Atomic partial charges in e from the Mulliken method, atoms 1 to 5: -0.62 -0.30 0.02 0.97 -0.53

---

No. 9
C3H5NO3 | wB97M-V/def2-TZVPD

Structure (ORCA input):
```
! wB97M-V def2-TZVPD RIJCOSX def2/J DEFGRID3
* xyz 0 1
C 1.65478 0.60121 0.89740
N 1.19328 -0.62484 0.83267
C -0.23290 -0.76046 0.57177
C -0.71982 -0.65296 -0.85719
O -1.99710 -0.98711 -1.04626
O -0.51747 0.68145 -1.23391
O 0.92577 1.64047 1.11391
H 2.75436 0.73272 0.91267
H -1.19531 0.89335 -1.89502
H -0.57200 -1.70989 1.07862
H -0.74295 0.04939 1.15941
H -0.09903 -1.39690 -1.42619
*
```

Properties
ΔE to the lowest compared entry with this formula, charge and spin in eV: 7.413

Atomic partial charges in e from the Mulliken method, atoms 1 to 5: 0.15 -0.40 -0.43 0.51 -0.53

---

No. 10
C3H5NO3 | wB97M-V/def2-TZVPD

Structure (ORCA input):
```
! wB97M-V def2-TZVPD RIJCOSX def2/J DEFGRID3
* xyz 0 1
C -1.40857 -0.01069 -0.22552
C 0.02983 0.37201 0.06689
C 0.98876 -0.82297 -0.29018
N 0.39226 -2.06217 -0.01903
O -1.80352 -0.23003 -1.34114
O -2.23185 0.31936 0.79082
O -0.68707 -2.10459 0.51231
H 0.24467 1.28324 -0.45658
H 0.25811 0.76742 1.11991
H 1.41804 -0.84378 -1.36476
H 1.75150 -0.83684 0.37484
H -3.00319 -0.26612 0.47028
*
```

Properties
Structure (SMILES): O=NCCC(=O)O
ΔE to the lowest compared entry with this formula, charge and spin in eV: 4.029

Atomic partial charges in e from the Mulliken method, atoms 1 to 5: 0.54 -0.47 -0.34 0.00 -0.55

---

No. 11
C3H5NO3 | wB97M-V/def2-TZVPD

Structure (ORCA input):
```
! wB97M-V def2-TZVPD RIJCOSX def2/J DEFGRID3
* xyz 0 1
C -0.29269 -0.50770 0.39913
C -0.14904 0.49641 -0.61653
C 0.68441 -1.02656 1.41658
N -0.92030 1.38646 -1.56742
O -0.98791 0.92136 -2.67947
O -1.32188 2.49300 -1.24334
O -0.00990 -0.78337 -0.99389
H -1.27755 -1.02976 0.60281
H 1.82956 1.57387 -0.38427
H 1.69784 -0.69472 1.27396
H 0.59015 -2.10794 1.40111
H 0.15732 -0.72105 2.39133
*
```

Properties
ΔE to the lowest compared entry with this formula, charge and spin in eV: 10.080

Atomic partial charges in e from the Mulliken method, atoms 1 to 5: 0.42 -0.25 -1.14 0.98 -0.50

---

No. 12
C3H5NO3 | wB97M-V/def2-TZVPD

Structure (ORCA input):
```
! wB97M-V def2-TZVPD RIJCOSX def2/J DEFGRID3
* xyz 0 1
C 0.56910 -0.81751 0.10950
C -0.05822 -1.93388 0.47909
C -0.15685 1.58325 -0.02132
N 1.82760 -1.50741 0.06082
O 1.10518 -2.72822 0.34270
O -1.26262 -2.39235 0.84330
O -1.48167 1.53257 -0.14691
H 0.18771 1.82451 0.96560
H 0.46978 1.78624 -0.87410
H 2.26638 -1.58893 -0.85672
H -1.14889 -3.18151 1.38393
H -1.75098 1.29794 -1.04350
*
```

Properties
ΔE to the lowest compared entry with this formula, charge and spin in eV: 8.352

Atomic partial charges in e from the Mulliken method, atoms 1 to 5: -0.71 0.78 -0.22 -0.19 -0.30

---

What did the second record say?
C3H5NO2 | wB97M-V/def2-TZVPD

Structure (ORCA input):
```
! wB97M-V def2-TZVPD RIJCOSX def2/J DEFGRID3
* xyz 1 2
O 1.14356 0.08581 -1.72134
C 0.71465 0.38096 -0.66718
N -0.56814 -0.23034 -0.27808
C -0.89594 -0.60406 0.92573
O -1.93180 -1.17629 1.28303
C 1.34861 1.29790 0.33202
H -1.11967 -0.59765 -1.05745
H -0.14911 -0.37646 1.68095
H 0.70550 1.64605 1.12901
H 2.19819 0.75338 0.75753
H 1.85151 2.08062 -0.22327
*
```

Properties
<S²>: 0.7556
ΔE to the lowest compared entry with this formula, charge and spin in eV: 0.000

Atomic partial charges in e from the Mulliken method, atoms 1 to 5: -0.37 0.58 -0.07 0.24 -0.08

---

What did the twelfth record say?
C3H5NO3 | wB97M-V/def2-TZVPD

Structure (ORCA input):
```
! wB97M-V def2-TZVPD RIJCOSX def2/J DEFGRID3
* xyz 0 1
C 0.56910 -0.81751 0.10950
C -0.05822 -1.93388 0.47909
C -0.15685 1.58325 -0.02132
N 1.82760 -1.50741 0.06082
O 1.10518 -2.72822 0.34270
O -1.26262 -2.39235 0.84330
O -1.48167 1.53257 -0.14691
H 0.18771 1.82451 0.96560
H 0.46978 1.78624 -0.87410
H 2.26638 -1.58893 -0.85672
H -1.14889 -3.18151 1.38393
H -1.75098 1.29794 -1.04350
*
```

Properties
ΔE to the lowest compared entry with this formula, charge and spin in eV: 8.352

Atomic partial charges in e from the Mulliken method, atoms 1 to 5: -0.71 0.78 -0.22 -0.19 -0.30

---

- What is the ΔE to the lowest compared entry with this formula, charge and spin in the ninth record?
  7.413 eV

---

Repeat the second record exactly.
C3H5NO2 | wB97M-V/def2-TZVPD

Structure (ORCA input):
```
! wB97M-V def2-TZVPD RIJCOSX def2/J DEFGRID3
* xyz 1 2
O 1.14356 0.08581 -1.72134
C 0.71465 0.38096 -0.66718
N -0.56814 -0.23034 -0.27808
C -0.89594 -0.60406 0.92573
O -1.93180 -1.17629 1.28303
C 1.34861 1.29790 0.33202
H -1.11967 -0.59765 -1.05745
H -0.14911 -0.37646 1.68095
H 0.70550 1.64605 1.12901
H 2.19819 0.75338 0.75753
H 1.85151 2.08062 -0.22327
*
```

Properties
<S²>: 0.7556
ΔE to the lowest compared entry with this formula, charge and spin in eV: 0.000

Atomic partial charges in e from the Mulliken method, atoms 1 to 5: -0.37 0.58 -0.07 0.24 -0.08